Density functional theory data (ωB97M-V/def2-TZVPD) for a gas-phase ion, C6H12NS (charge +1).

The SMILES is C[C@@H]1[NH2+][C@]2(C)C[C@@H]2S1. The energy above the lowest of the compared OMol25 structures with the same formula, charge and spin comes out at 191.96 kJ/mol. The HOMO energy comes out at -13.441 eV. Its electronic energy is -18733.264 eV. As for the total charge: +1.

XYZ file:
```
20
Properties=species:S:1:pos:R:3:forces:R:3
C -1.648 -0.147 -1.249 -0.31 3.08 -2.17
C -0.257 -0.265 -1.789 1.36 0.24 0.29
C 1.196 -1.001 0.220 -2.40 0.54 0.90
C -0.607 0.652 -0.613 2.66 0.12 0.43
C 1.449 -1.991 1.329 -1.05 0.83 2.99
C -0.371 2.181 -0.791 1.02 -2.61 1.45
N -0.052 0.074 0.645 0.07 -2.69 2.94
S 0.598 -1.781 -1.287 -0.18 0.96 0.31
H -2.319 0.547 -1.754 -0.38 -0.72 -0.24
H -2.028 -0.998 -0.816 -0.92 -1.66 0.97
H 0.255 0.297 -2.584 -1.01 -0.55 -0.10
H 1.937 -0.237 0.093 0.80 -0.04 -0.33
H 1.795 -1.458 2.333 0.02 -1.15 -2.33
H 2.113 -2.740 0.929 0.64 -0.17 0.37
H 0.535 -2.558 1.731 0.91 0.83 -1.22
H -1.293 2.559 -0.578 -2.33 1.88 0.88
H -0.111 2.511 -1.756 0.49 -0.11 -1.28
H 0.393 2.499 -0.069 -0.32 0.12 -0.27
H -0.808 -0.503 1.233 1.87 1.42 -1.81
H 0.400 0.675 1.408 -0.94 -0.30 -1.78
```
Forces are in eV/Å.